The ion C5H15N2 with charge +1 in a non-equilibrium geometry. Source: OMol25; level of theory: ωB97M-V with the def2-TZVPD basis set.

Summary:
Total charge: +1
ΔE to the lowest compared entry with this formula, charge and spin, kcal per mole: 13.31

Each line ends with the natural charge from an NBO analysis.
Atoms and positions in Å:
C (-1.97, 1.11, -0.84)  -0.631
C (-0.80, 0.18, -0.62)  -0.015
C (-0.60, -0.28, 0.80)  -0.448
C (0.73, -0.95, 1.13)  -0.410
C (1.98, -0.18, 0.67)  -0.225
N (1.73, 1.24, 0.60)  -0.866
N (-0.97, -1.10, -1.48)  -0.690
H (-1.81, 1.96, -0.19)  0.256
H (-2.89, 0.60, -0.56)  0.220
H (-2.07, 1.40, -1.89)  0.232
H (0.11, 0.54, -1.06)  0.243
H (-1.45, -0.93, 1.08)  0.224
H (-0.79, 0.54, 1.47)  0.242
H (0.73, -1.96, 0.69)  0.189
H (0.74, -1.17, 2.20)  0.241
H (2.77, -0.43, 1.38)  0.201
H (2.28, -0.57, -0.29)  0.177
H (2.56, 1.81, 0.56)  0.387
H (1.15, 1.61, 1.34)  0.363
H (-1.84, -1.64, -1.41)  0.435
H (-0.24, -1.75, -1.18)  0.434
H (-0.78, -0.92, -2.47)  0.439



A cluster of 2 separate species, C5H15N2 in total in a non-equilibrium geometry. Source: OMol25; level of theory: ωB97M-V with the def2-TZVPD basis set.

Summary:
Total charge: +1
ΔE to the lowest compared entry with this formula, charge and spin, kcal per mole: 121.15

Each line ends with the natural charge from an NBO analysis.
Atoms and positions in Å:
N (1.06, -1.88, -1.69)  -0.785
C (-0.27, -1.20, -1.77)  -0.419
C (-1.05, -1.22, -0.55)  0.043
N (-0.30, 0.62, 1.47)  -0.402
C (0.58, 1.65, 0.88)  -0.245
C (1.70, 1.00, 0.09)  -0.616
C (-1.67, 1.13, 1.67)  -0.448
H (-0.47, -0.21, 0.86)  0.302
H (1.00, -2.82, -2.08)  0.378
H (1.19, -2.15, -0.71)  0.351
H (-0.81, -1.69, -2.60)  0.321
H (0.06, -0.21, -2.12)  0.306
H (-2.10, -0.90, -0.59)  0.239
H (-0.88, -2.03, 0.16)  0.233
H (-0.01, 2.23, 0.15)  0.188
H (0.90, 2.32, 1.66)  0.246
H (2.35, 0.27, 0.59)  0.230
H (2.35, 1.70, -0.42)  0.248
H (1.23, 0.36, -0.66)  0.179
H (-2.30, 0.34, 2.07)  0.217
H (-1.63, 1.92, 2.43)  0.241
H (-2.12, 1.56, 0.77)  0.194



no.,Kohn-Sham gap (eV),energy (Eh)
1,9.3,-308.771455
2,6.3,-308.599598